Computed, not measured: C4H9NO2 as an isolated structure, with the ωB97M-V functional and the def2-TZVPD basis.

The geometry in ORCA input format:
```
! RIJCOSX wB97M-V def2-TZVPD def2/J DEFGRID3
* xyz 0 1
N 0.148 1.329 1.472
C -0.984 1.417 0.729
O -1.816 2.299 0.861
C -1.174 0.328 -0.330
C 0.103 -0.153 -1.046
C 0.663 -1.368 -0.332
O 1.131 -1.254 0.912
H 0.219 1.966 2.251
H 0.692 0.464 1.475
H -1.690 -0.518 0.148
H -1.874 0.746 -1.055
H -0.123 -0.424 -2.083
H 0.852 0.646 -1.055
H 0.134 -2.305 -0.584
H 1.782 -1.633 -1.152
H 1.937 -1.541 -0.214
*
```

M, g mol⁻¹: 103.12
Highest occupied orbital energy, eV: -9.487
E_tot, a.u.: -362.9257
Relative energy (zero: lowest compared OMol25 entry of this formula, charge and spin), kcal/mol: 100.28